1.
{"formula": "C10H14BFN6Pb", "method": "the ωB97M-V functional and the def2-TZVPD basis", "elements": ["H", "N", "B", "N", "C", "Pb", "H", "C", "H", "C", "H", "C", "H", "H", "H", "N", "N", "N", "N", "C", "C", "H", "H", "C", "C", "C", "C", "H", "H", "H", "H", "H", "F"], "positions_angstrom": [[-0.04553, 3.60422, 0.74584], [0.05712, 2.02742, -0.70247], [0.53890, 0.68508, -2.87375], [0.54761, 1.97542, -1.97595], [1.04367, 3.18714, -2.31599], [-1.00214, -1.10101, 0.05991], [1.46285, 3.33442, -3.29587], [0.86581, 4.05631, -1.23446], [1.13618, 5.08728, -1.14731], [0.24398, 3.28087, -0.24291], [0.91279, 0.97677, -3.97107], [-1.26721, -3.27649, -0.31760], [-1.71957, -3.64530, 0.60627], [-0.26531, -3.70186, -0.44875], [-1.89824, -3.48110, -1.18732], [-0.89230, 0.06399, -2.95377], [1.51442, -0.37463, -2.28071], [-1.57277, -0.48255, -1.85495], [1.19605, -1.03598, -1.10962], [-1.64536, -0.08606, -4.05590], [2.67869, -0.84552, -2.77000], [-1.26126, 0.27367, -5.00728], [3.08076, -0.45099, -3.69134], [-2.84474, -0.71230, -3.71149], [3.13989, -1.84611, -1.91674], [-2.78297, -0.93423, -2.33513], [2.17767, -1.94583, -0.89793], [-3.65341, -0.97619, -4.37650], [4.03992, -2.42076, -2.02385], [-3.50241, -1.42560, -1.69118], [2.16556, -2.62818, -0.05571], [-0.69341, 1.58432, 0.70445], [-1.04743, 1.24235, 1.54779]], "lowdin_charge": [0.1497, 0.1002, -0.4540, 0.0505, 0.0884, 1.5443, 0.1604, 0.1431, 0.1487, -0.0074, 0.1313, -0.1744, 0.0213, 0.0246, 0.0338, 0.0061, -0.0361, -0.1975, -0.0771, -0.0025, -0.0243, 0.1501, 0.1398, 0.0045, -0.0098, -0.1005, -0.1079, 0.1248, 0.1147, 0.1257, 0.1225, -0.0136, -0.1793], "total_charge": 2, "gap_ev": [6.37, 4.47], "fmax_ev_per_a": 4.1, "e_lumo_ev": [-9.4, -11.3], "homo_ev": [-15.8, -15.8], "e_above_lowest_kj_mol": 0.0, "multiplicity": 1, "molar_mass_g_mol": 455.3}

2.
{"formula": "C6H7Cl", "method": "the ωB97M-V functional and the def2-TZVPD basis", "elements": ["C", "C", "C", "C", "C", "C", "Cl", "H", "H", "H", "H", "H", "H", "H"], "positions_angstrom": [[-0.69541, 0.00126, -1.85875], [-0.00547, -1.15713, -1.77432], [-0.44981, 0.77747, -0.63946], [0.70059, -1.22593, -0.48182], [0.22914, 0.11197, 0.26769], [0.79791, 0.49349, 1.62356], [0.47355, -2.91735, 0.19361], [-1.37565, 0.30761, -2.62931], [0.10939, -1.98685, -2.42952], [-1.04694, 1.66040, -0.53827], [1.69937, -1.14661, -0.69067], [0.04878, 0.58627, 2.48068], [1.30198, 1.41466, 1.31416], [1.44126, -0.37198, 1.87885]], "lowdin_charge": [-0.0617, -0.1517, -0.0776, -0.5952, -0.2517, -0.0466, 0.5615, 0.0963, 0.0899, 0.1071, 0.0753, 0.1012, 0.0804, 0.0729], "gap_ev": 9.19, "fmax_ev_per_a": 2.9, "e_lumo_ev": 0.5, "homo_ev": -8.7, "smiles": "CC1=CC=C[C@@H]1Cl", "e_above_lowest_kj_mol": 82.8, "multiplicity": 1, "molar_mass_g_mol": 114.6}

3.
{"formula": "C4H6Br4", "method": "the ωB97M-V functional and the def2-TZVPD basis", "elements": ["C", "C", "C", "C", "Br", "Br", "Br", "Br", "H", "H", "H", "H", "H", "H"], "positions_angstrom": [[0.95000, -1.46992, 0.54755], [-1.58702, 1.87960, -1.56208], [-0.88994, 0.34986, 0.27974], [0.23499, -0.37750, -0.30338], [-3.34896, 2.11290, -1.14841], [-2.38358, -0.62738, 0.67752], [1.68740, 0.82416, -0.86810], [-0.31492, -1.49133, -1.87201], [1.66820, -1.90899, -0.00547], [1.33671, -1.04413, 1.36985], [0.41232, -2.32788, 0.98663], [-0.80036, 2.46866, -1.08671], [-1.29249, 1.68688, -2.56557], [-0.50929, 1.23928, 0.95811]], "lowdin_charge": [-0.2419, -0.6438, -0.8210, -1.2691, 0.6648, 0.7463, 0.6981, 0.6282, 0.0116, 0.0312, 0.0959, -0.0097, -0.0110, 0.1203], "gap_ev": [7.69, 8.25], "fmax_ev_per_a": 3.9, "e_lumo_ev": [0.4, -1.8], "homo_ev": [-7.3, -10.0], "e_above_lowest_kj_mol": 24.4, "multiplicity": 3, "molar_mass_g_mol": 373.7}

Repeat the third record exactly.
{"formula": "C4H6Br4", "method": "the ωB97M-V functional and the def2-TZVPD basis", "elements": ["C", "C", "C", "C", "Br", "Br", "Br", "Br", "H", "H", "H", "H", "H", "H"], "positions_angstrom": [[0.95000, -1.46992, 0.54755], [-1.58702, 1.87960, -1.56208], [-0.88994, 0.34986, 0.27974], [0.23499, -0.37750, -0.30338], [-3.34896, 2.11290, -1.14841], [-2.38358, -0.62738, 0.67752], [1.68740, 0.82416, -0.86810], [-0.31492, -1.49133, -1.87201], [1.66820, -1.90899, -0.00547], [1.33671, -1.04413, 1.36985], [0.41232, -2.32788, 0.98663], [-0.80036, 2.46866, -1.08671], [-1.29249, 1.68688, -2.56557], [-0.50929, 1.23928, 0.95811]], "lowdin_charge": [-0.2419, -0.6438, -0.8210, -1.2691, 0.6648, 0.7463, 0.6981, 0.6282, 0.0116, 0.0312, 0.0959, -0.0097, -0.0110, 0.1203], "gap_ev": [7.69, 8.25], "fmax_ev_per_a": 3.9, "e_lumo_ev": [0.4, -1.8], "homo_ev": [-7.3, -10.0], "e_above_lowest_kj_mol": 24.4, "multiplicity": 3, "molar_mass_g_mol": 373.7}